The following is a quantum chemistry calculation of a cluster of 13 separate species, C52H143N13O13 in total at a distorted geometry, from the OMol25 dataset.

Element x y z (Å)
1 H 4.10 -3.90 1.88
2 H 3.93 4.55 -3.99
3 H -0.91 4.74 -0.54
4 H 2.75 6.86 4.38
5 H 0.09 7.25 -1.14
6 H -2.08 -5.73 -1.11
7 H -4.68 1.49 4.65
8 H 3.17 -0.54 7.71
9 H -1.01 -4.27 5.23
10 H -4.48 -8.58 -4.01
11 H 2.80 2.87 -2.60
12 C 4.83 -1.93 7.75
13 H -3.00 0.42 3.95
14 C -4.50 -1.74 -0.84
15 C -4.72 2.54 -5.18
16 H 9.04 6.90 5.89
17 H -1.63 -8.30 -4.68
18 H 1.85 -1.02 -6.70
19 H -5.07 3.14 4.08
20 H 0.02 -5.49 4.35
21 H -4.75 4.01 -6.31
22 H -4.00 -6.70 -4.00
23 H -3.80 -3.20 -7.94
24 N 4.16 6.25 2.21
25 H -5.05 2.17 -4.21
26 H 1.67 0.37 3.16
27 H -1.02 -8.00 -2.61
28 H -6.53 -1.00 0.83
29 H -2.70 6.51 2.20
30 H 3.82 4.20 5.63
31 O -2.94 4.80 3.12
32 H 5.35 0.07 7.90
33 H 4.98 -0.74 0.64
34 H -1.59 -2.18 -4.05
35 C 2.49 -0.13 -6.77
36 C -2.46 -8.21 -3.98
37 H 7.49 4.99 3.13
38 O -3.03 3.72 -3.95
39 O -2.62 -3.85 -4.76
40 H -7.30 0.24 -0.08
41 H 7.12 6.87 4.57
42 H -1.85 -6.45 2.48
43 H -0.84 7.53 0.34
44 O -1.83 -9.85 -2.13
45 H -4.71 0.39 -5.93
46 C -4.93 -4.46 -6.82
47 C -3.07 -3.11 -5.95
48 H -1.58 3.73 4.32
49 C -6.71 -0.67 -0.19
50 C -2.92 -6.72 -4.17
51 H -2.92 -6.51 -5.24
52 C -0.46 3.80 -0.21
53 H -2.91 3.39 -5.94
54 C 7.43 5.92 4.99
55 C -3.04 2.33 3.51
56 H -1.74 -2.32 -0.72
57 C -1.32 -4.43 3.14
58 N -4.75 0.69 -0.51
59 H 2.02 5.39 4.23
60 H -0.36 1.05 -0.65
61 N -2.36 1.19 4.06
62 H 1.71 0.76 -3.49
63 H 0.71 3.28 -3.40
64 H 3.82 3.71 3.99
65 H -2.41 -6.04 -3.49
66 C -0.97 -5.05 4.47
67 O 5.48 4.70 4.42
68 H -1.51 0.99 3.55
69 O 0.51 3.33 -1.16
70 C -4.95 1.40 -6.26
71 C -8.26 -1.50 -1.69
72 H -3.83 -2.44 -5.56
73 N 1.40 3.95 -3.73
74 H 2.51 2.52 -4.68
75 H 1.54 2.09 2.62
76 H -2.50 2.01 -5.06
77 H 4.29 7.23 2.45
78 H -3.73 -1.75 -1.61
79 H 3.18 -2.44 1.51
80 H 3.54 -0.41 -6.71
81 C 8.14 5.09 4.00
82 H 2.05 1.01 -0.72
83 H -1.86 -0.45 0.60
84 C 3.73 -3.27 1.07
85 H -3.07 -3.47 2.58
86 H 2.62 -2.29 -2.88
87 H 1.44 5.29 -1.41
88 C 1.09 -1.83 6.91
89 C 4.92 -2.28 9.24
90 H -2.60 -6.83 0.13
91 C -2.07 5.77 2.69
92 H -2.17 2.52 -2.45
93 H 2.70 7.04 0.16
94 C 2.18 6.29 3.64
95 H 5.85 -4.39 0.16
96 H -1.15 -2.62 0.88
97 H 3.27 -0.04 -4.05
98 C 4.61 -2.76 0.00
99 C -2.24 -2.99 -3.70
100 C -5.34 -0.52 -1.02
101 H -0.85 -6.40 -0.31
102 H 1.27 6.88 3.51
103 C -1.36 -5.57 2.06
104 H 0.15 1.24 3.46
105 C 2.40 3.89 -2.65
106 H 3.60 1.35 0.01
107 H 0.08 4.04 0.71
108 H 4.45 -3.24 9.45
109 O 2.38 -2.37 7.26
110 C 0.19 -0.63 1.43
111 H 0.56 8.62 -0.05
112 H 0.99 1.11 -5.55
113 H -3.87 0.97 -0.92
114 H -3.17 -2.46 -3.52
115 N -2.65 -4.94 -7.47
116 H 2.26 0.31 -7.74
117 N 5.89 -3.39 0.03
118 H 2.90 5.92 -3.35
119 H -8.00 -0.59 -2.22
120 H -9.32 -1.38 -1.49
121 H -0.29 -5.79 2.08
122 C 0.14 7.61 -0.11
123 H 6.53 4.26 6.12
124 H -1.19 5.47 2.13
125 H -3.64 -8.65 -5.32
126 H -8.36 -2.23 -2.49
127 N 8.26 6.30 6.10
128 H -4.91 -5.36 -6.20
129 H -1.88 -4.44 -7.90
130 H 4.82 2.78 5.15
131 H 8.55 4.14 4.35
132 H -5.06 -2.67 -0.85
133 O 3.24 -0.84 -0.44
134 H -0.58 -3.68 2.84
135 H -0.51 -9.45 -0.52
136 H -3.98 2.47 -2.41
137 N -0.46 0.07 -0.90
138 H 8.55 5.49 6.63
139 C 2.12 6.92 1.08
140 C 2.75 6.01 2.21
141 H 1.00 -1.59 5.85
142 H 4.04 5.08 -2.30
143 H 0.90 -2.65 -2.99
144 O 1.52 -1.18 -4.21
145 H 4.68 5.69 2.87
146 H 0.50 -0.15 -1.12
147 C 3.37 4.96 -3.15
148 N -2.64 -3.85 3.41
149 H -5.30 4.25 -4.88
150 O 0.75 6.64 0.76
151 N 5.74 -0.83 7.64
152 H 2.09 7.96 1.42
153 H -3.92 2.85 5.41
154 O -7.44 -1.85 -0.61
155 H 4.13 -3.10 -0.92
156 C -0.85 -0.70 0.28
157 H -5.74 -3.78 -6.55
158 H -2.24 -2.49 -6.28
159 H -5.45 -0.35 -2.09
160 C 3.06 0.63 -0.60
161 H 2.85 -3.78 0.67
162 C -3.09 3.08 -2.59
163 C 1.63 -1.84 -2.96
164 N -5.45 3.65 -5.67
165 N -3.62 -8.97 -4.36
166 H 5.65 5.84 6.17
167 C -1.87 -6.06 -0.10
168 H 2.41 4.98 2.09
169 H 1.14 -1.15 1.26
170 H -4.35 1.50 -7.17
171 O 0.46 0.76 1.50
172 H 5.19 -2.81 7.23
173 H -2.26 -9.29 -0.18
174 H 0.92 4.83 -3.59
175 C 2.04 0.81 -5.53
176 H 4.65 -1.61 10.06
177 H -1.80 -3.37 -2.78
178 H -3.19 3.98 -1.99
179 O -1.78 -5.05 0.80
180 H 3.52 -1.13 6.08
181 H -0.22 -0.96 2.39
182 C -0.92 -2.09 -0.04
183 H -1.72 6.22 3.62
184 H -1.31 3.13 -0.08
185 H -1.58 -10.86 -0.50
186 H -2.17 -5.11 -6.59
187 H -4.12 -1.68 0.18
188 H 2.23 4.10 -0.44
189 H -3.35 2.05 2.50
190 H 0.36 -2.65 6.99
191 C 2.19 0.08 -4.20
192 H 5.16 -1.04 -1.17
193 N 2.87 2.00 -5.47
194 H 2.63 2.54 -6.28
195 H -5.33 1.50 -0.66
196 C 6.23 5.15 5.56
197 C -3.19 2.86 -5.03
198 H 5.96 -2.34 9.56
199 C 1.01 1.16 2.80
200 H -2.60 -7.93 -1.86
201 C 4.47 3.77 4.86
202 C 1.67 4.22 -1.37
203 C 3.46 -1.41 7.13
204 H 6.59 -0.98 8.18
205 H 9.06 5.59 3.72
206 H 6.43 -3.31 -0.81
207 H 3.47 0.76 -1.60
208 C -1.51 -9.81 -0.77
209 C -1.99 -8.49 -2.57
210 H -5.98 1.39 -6.62
211 H 0.04 -2.45 -0.41
212 H -1.72 -5.76 4.80
213 C -4.28 2.48 4.45
214 H -5.22 -5.00 -7.73
215 H -1.27 3.53 2.69
216 H -3.32 -4.52 3.74
217 C 4.62 -1.27 -0.25
218 H 1.37 -1.24 -2.08
219 H 0.87 -0.98 7.55
220 C -3.60 -3.91 -7.14
221 C -2.11 3.60 3.38

Orbital gap ... 9.21 eV
Spin multiplicity ... 1
Electronic energy ... -102216.735 eV
F_max ... 4.48 eV/Å
Energy relative to the best compared isomer or geometry (same formula, charge and spin) ... 9.372 eV

Results of the Löwdin charge analysis, in e, for atoms 1 through 5:
1 H 0.08
2 H 0.08
3 H 0.08
4 H 0.07
5 H 0.08